Model one:
Below is a single C3H5ClFN molecule, with properties calculated with wB97M-V/def2-TZVPD.

Each line ends with the Mulliken charge.
CARTESIAN COORDINATES (ANGSTROEM)
C: 0.75 0.44 0.03  0.71
C: -0.29 0.11 1.12  -0.56
C: -0.15 -0.31 -1.04  -0.61
H: 0.06 -0.72 1.66  0.32
H: -0.63 1.03 1.69  0.26
H: -1.85 -0.93 0.06  0.22
H: -0.24 0.28 -2.01  0.25
H: 0.31 -1.30 -1.29  0.29
N: -1.20 -0.16 -0.03  -0.41
F: 0.82 1.78 -0.26  -0.25
Cl: 2.41 -0.23 0.08  -0.21

2S+1: 1
LUMO energy, eV: 0.93
Orbital gap, eV: 10.516
SMILES string: FC1(Cl)CNC1

Model two:
Below is 2 unconnected molecules or ions with the total composition C3H5ClFN, with properties calculated with wB97M-V/def2-TZVPD.

Each line ends with the Mulliken charge.
CARTESIAN COORDINATES (ANGSTROEM)
C: -1.36 1.21 -2.07  -0.72
C: -1.96 0.31 -1.35  0.66
C: 0.81 -1.81 0.61  -0.58
N: -2.44 -0.70 -0.89  -0.29
F: -2.27 -0.97 0.52  -0.17
Cl: 1.09 -0.36 -0.42  -0.20
H: -1.84 2.03 -2.42  0.33
H: -0.32 0.82 -2.46  0.19
H: 1.73 -2.12 1.05  0.34
H: -0.22 -1.64 1.06  0.18
H: 0.52 -2.59 -0.01  0.26

2S+1: 1
LUMO energy, eV: 0.12
Orbital gap, eV: 10.402
SMILES string: C=C=NF.CCl

Stability verdict: model one, ahead by 310.1 kJ/mol

Model one:
Below is a gas-phase ion, CH4N3 (charge +1), with properties calculated with wB97M-V/def2-TZVPD.

Each line ends with the Mulliken charge.
CARTESIAN COORDINATES (ANGSTROEM)
C: -0.02 0.17 -0.78  0.24
N: 0.59 -0.51 0.15  0.21
N: -0.07 -1.25 0.97  -0.47
N: -0.65 1.23 -0.62  -0.13
H: 1.64 -0.65 0.03  0.35
H: 0.54 -2.05 1.25  0.29
H: -1.20 1.56 -1.29  0.25
H: -0.83 1.51 0.29  0.25

2S+1: 1
LUMO energy (spin up / spin down), eV: -6.22 / -6.49
Net charge: +1
Orbital gap (spin up / spin down), eV: 9.164 / 8.771

Model two:
Below is a gas-phase ion, CH4N3 (charge +1), with properties calculated with wB97M-V/def2-TZVPD.

Each line ends with the Mulliken charge.
CARTESIAN COORDINATES (ANGSTROEM)
C: 0.44 -0.43 -0.51  0.29
N: -0.76 -0.42 0.04  0.36
N: -1.56 0.46 -0.31  -0.58
N: 1.48 0.16 -0.07  -0.25
H: -1.13 -1.34 0.54  0.35
H: -2.48 0.56 -0.01  0.29
H: 2.37 0.32 -0.48  0.26
H: 1.65 0.69 0.78  0.28

2S+1: 1
LUMO energy (spin up / spin down), eV: -5.88 / -5.88
Net charge: +1
Orbital gap (spin up / spin down), eV: 9.112 / 9.110

Model three:
Below is a gas-phase ion, CH4N3 (charge +1), with properties calculated with wB97M-V/def2-TZVPD.

Each line ends with the Mulliken charge.
CARTESIAN COORDINATES (ANGSTROEM)
C: -0.35 -0.54 0.13  -0.16
N: -2.87 0.24 0.10  0.03
N: -1.83 -0.11 -0.11  0.36
N: 0.43 0.60 -0.11  -0.42
H: -0.19 -1.45 -0.48  0.33
H: -0.39 -0.98 1.17  0.30
H: 0.71 0.87 -1.05  0.28
H: 0.08 1.28 0.57  0.28

2S+1: 1
LUMO energy, eV: -6.13
Net charge: +1
Orbital gap, eV: 10.267
SMILES string: N#[N+]CN

Stability verdict: model three, ahead by 236.0 kJ/mol

Model one:
Below is a molecular structure, C20H26N4O4, with properties calculated with wB97M-V/def2-TZVPD.

Each line ends with the Mulliken charge.
CARTESIAN COORDINATES (ANGSTROEM)
C: -7.20 -2.60 -0.14  -1.05
H: -7.99 -3.23 -0.30  0.32
O: -7.54 -1.19 -0.20  -0.45
C: -6.73 -0.30 -0.12  1.08
C: -7.29 0.84 -0.19  -0.56
C: -6.51 2.01 0.09  -0.32
C: -5.17 1.80 0.23  -0.89
C: -4.56 0.66 -0.11  0.06
C: -5.47 -0.43 -0.16  0.29
H: -4.97 -1.50 -0.08  0.04
N: -3.23 0.65 0.04  0.57
C: -2.67 -0.71 -0.45  -1.42
H: -2.52 -1.69 0.39  0.25
C: -1.12 -0.49 -0.82  -0.53
N: -0.35 0.03 0.05  0.32
C: 0.94 0.11 0.26  0.88
O: 1.69 0.56 1.04  -0.64
C: 1.66 -0.59 -0.97  -1.90
N: 3.20 -0.13 -1.06  0.25
C: 3.96 -0.86 -0.10  -0.44
O: 3.77 -2.00 0.20  -0.61
C: 5.13 0.04 0.01  1.81
N: 4.87 1.18 -0.93  -0.10
C: 3.53 1.07 -1.23  0.23
O: 2.98 1.99 -2.29  -0.72
H: 5.50 1.93 -1.05  0.16
C: 5.56 0.18 1.31  -0.95
C: 7.10 0.68 1.31  -0.57
H: 7.38 0.47 2.47  0.30
C: 7.57 -0.71 0.58  -0.71
H: 8.57 -0.44 0.09  0.31
H: 7.47 -1.60 0.99  0.48
C: 6.55 -0.73 -0.61  -0.91
H: 6.28 -1.93 -0.91  0.18
H: 6.85 -0.33 -1.53  0.47
H: 7.40 1.66 0.90  0.32
H: 5.03 1.27 1.41  0.20
H: 5.24 -0.42 2.24  0.31
H: 1.28 -0.11 -1.98  0.29
H: 1.47 -1.50 -0.90  1.05
C: -0.99 0.68 1.36  -1.27
H: -0.53 1.57 1.88  0.34
C: -2.38 1.40 0.61  -1.09
H: -2.86 1.86 1.39  0.84
H: -2.05 2.22 -0.26  0.30
H: -1.23 0.01 1.98  0.62
H: -1.10 -0.04 -1.70  0.44
H: -0.58 -1.68 -1.10  0.25
H: -3.12 -1.16 -1.26  0.72
H: -4.57 2.85 0.15  0.11
H: -6.83 3.15 0.03  0.24
H: -8.36 1.19 -0.11  0.29
H: -6.50 -2.82 0.57  0.42
H: -6.56 -2.86 -1.02  0.38

2S+1: 1
LUMO energy, eV: 0.30
Orbital gap, eV: 7.977

Model two:
Below is a single C20H26N4O4 molecule, with properties calculated with wB97M-V/def2-TZVPD.

Each line ends with the Mulliken charge.
CARTESIAN COORDINATES (ANGSTROEM)
C: -3.96 0.19 3.24  -1.62
C: -2.89 -0.23 2.24  0.32
N: -2.06 0.89 1.87  -0.32
C: -0.90 0.73 1.21  0.23
O: -0.36 -0.37 1.06  -0.96
C: -0.35 1.99 0.70  1.39
C: 0.79 2.25 -0.04  -0.14
N: 0.78 3.60 -0.24  -0.01
C: -0.32 4.10 0.35  -0.56
N: -1.02 3.16 0.92  -0.69
H: -0.58 5.14 0.35  0.46
H: 1.51 4.07 -0.76  0.22
C: 1.92 1.49 -0.63  0.33
O: 2.78 2.12 -1.25  -0.76
N: 1.86 0.17 -0.44  0.18
C: 2.82 -0.83 -0.90  -0.32
C: 4.03 -0.90 0.02  0.58
C: 4.88 0.19 0.17  -0.15
C: 5.97 0.12 1.01  -0.78
C: 6.24 -1.05 1.70  -0.39
C: 5.40 -2.14 1.56  -0.57
C: 4.29 -2.06 0.73  -0.50
H: 3.64 -2.91 0.63  0.32
H: 5.59 -3.05 2.11  0.38
H: 7.10 -1.11 2.35  0.39
H: 6.63 0.97 1.11  0.37
H: 4.67 1.11 -0.37  0.41
C: 3.24 -0.60 -2.35  -1.58
H: 3.94 -1.38 -2.65  0.46
H: 2.37 -0.63 -3.00  0.38
H: 3.73 0.37 -2.46  0.31
H: 2.29 -1.79 -0.84  0.55
H: 1.09 -0.18 0.14  0.38
H: -2.46 1.82 1.84  0.44
H: -2.24 -1.00 2.68  0.29
C: -3.54 -0.89 1.01  0.38
O: -4.26 -1.85 1.11  -0.62
O: -3.18 -0.27 -0.09  -0.15
C: -3.51 -0.78 -1.41  1.57
C: -5.02 -0.77 -1.62  -1.75
H: -5.50 -1.44 -0.91  0.39
H: -5.25 -1.09 -2.63  0.46
H: -5.41 0.23 -1.47  0.37
C: -2.82 0.20 -2.36  -1.56
H: -1.75 0.20 -2.17  0.25
H: -3.00 -0.10 -3.39  0.45
H: -3.20 1.20 -2.20  0.38
C: -2.93 -2.19 -1.57  -1.63
H: -3.45 -2.89 -0.92  0.40
H: -3.05 -2.52 -2.60  0.46
H: -1.88 -2.18 -1.31  0.33
H: -4.59 -0.66 3.46  0.40
H: -3.50 0.55 4.16  0.41
H: -4.58 0.98 2.82  0.42

2S+1: 1
LUMO energy, eV: 0.63
Orbital gap, eV: 9.625
SMILES string: C[C@H](NC(=O)c1nc[nH]c1C(=O)N[C@@H](C)c1ccccc1)C(=O)OC(C)(C)C

Stability verdict: model two, ahead by 1909.8 kJ/mol

Model one:
Below is 3 unconnected molecules or ions with the total composition C2H3O3S, with properties calculated with wB97M-V/def2-TZVPD.

Each line ends with the Mulliken charge.
CARTESIAN COORDINATES (ANGSTROEM)
C: 2.34 -0.34 1.19  -0.50
C: 1.52 0.21 0.48  -0.40
O: -3.50 -0.68 -0.61  -0.41
O: -2.71 0.46 1.54  -0.40
O: 0.68 0.68 -2.26  -1.07
S: -2.46 -0.06 0.20  0.78
H: 2.92 -0.68 1.99  0.39
H: 0.20 -0.08 -2.07  0.16
H: 1.02 0.48 -0.47  0.45

2S+1: 1
LUMO energy, eV: 1.83
Net charge: -1
Orbital gap, eV: 4.905

Model two:
Below is a gas-phase ion, C2H3O3S (charge -1), with properties calculated with wB97M-V/def2-TZVPD.

Each line ends with the Mulliken charge.
CARTESIAN COORDINATES (ANGSTROEM)
C: -1.44 0.29 -0.19  -0.43
C: -0.47 -0.45 0.24  -0.35
O: 1.75 -0.28 1.41  -0.69
O: 1.27 1.46 -0.31  -0.69
O: 1.85 -0.86 -0.99  -0.68
S: 1.25 0.03 0.07  1.11
H: -2.51 -0.07 -0.31  0.24
H: -1.22 1.18 -0.88  0.22
H: -0.49 -1.30 0.95  0.27

2S+1: 1
LUMO energy, eV: 4.07
Net charge: -1
Orbital gap, eV: 8.845
SMILES string: C=CS(=O)(=O)[O-]

Stability verdict: model two, ahead by 350.2 kJ/mol